Record 1
{"formula": "C37H43N2O9PRh", "method": "ωB97M-V/def2-TZVPD", "elements": ["Rh", "H", "H", "H", "O", "H", "C", "O", "H", "C", "C", "C", "H", "H", "H", "H", "C", "C", "C", "H", "H", "C", "H", "O", "N", "H", "C", "C", "C", "H", "H", "C", "C", "H", "H", "H", "C", "O", "H", "H", "H", "C", "C", "H", "C", "H", "P", "H", "C", "H", "H", "H", "C", "C", "C", "C", "C", "H", "H", "H", "O", "H", "O", "C", "H", "C", "H", "H", "C", "C", "C", "C", "C", "H", "H", "C", "O", "H", "C", "C", "H", "C", "H", "C", "O", "N", "C", "H", "H", "H", "O", "H", "C"], "positions_angstrom": [[-1.025, -0.883, 1.299], [2.450, -3.278, -3.940], [0.872, -2.295, -0.652], [0.595, -3.172, -2.123], [-4.647, -4.050, 2.153], [2.093, 1.530, 1.536], [2.482, -1.927, 5.048], [0.687, -1.827, 1.911], [-6.495, 2.089, 2.052], [3.686, -2.332, 5.597], [1.740, 2.971, -1.263], [-1.727, 0.465, 3.752], [-1.321, 4.006, -3.297], [-1.650, 1.977, -0.157], [3.803, -2.391, 6.670], [4.254, 2.688, -0.281], [-4.659, 1.187, 1.473], [2.588, 2.384, 1.070], [1.136, -2.316, -1.707], [3.182, -0.359, -3.456], [4.059, -2.687, -3.541], [2.629, -2.553, -1.919], [-1.692, 0.499, -2.175], [3.283, -2.134, 1.486], [-0.804, -0.134, 3.104], [-3.588, 1.577, 5.140], [3.163, 0.899, -0.862], [1.114, -0.881, -3.829], [-3.900, 1.473, 4.106], [-3.460, 1.860, -3.617], [2.900, -3.520, -1.491], [-4.311, -4.011, -0.270], [-5.516, 1.760, 2.381], [2.989, 3.003, 1.875], [1.648, -1.651, 5.678], [-1.002, 3.274, -1.146], [2.612, -1.136, -3.974], [-3.177, -3.329, -2.342], [3.219, -1.813, -1.380], [5.691, -2.975, 5.169], [4.450, 1.320, 0.799], [1.024, -1.374, 3.093], [-2.870, -2.760, 1.133], [2.175, 1.466, -2.727], [-3.272, -3.294, -1.132], [0.891, 3.388, -1.807], [0.474, 0.474, -1.395], [-3.823, 3.568, -3.477], [2.307, -1.853, 3.669], [-1.530, 0.659, 4.805], [5.402, -2.841, 2.709], [-3.358, 3.612, -1.183], [-2.432, -2.577, -0.180], [3.719, 1.857, 0.192], [1.965, 1.500, -1.654], [0.565, -1.066, -2.399], [-5.144, 1.911, 3.721], [-4.944, 1.060, 0.437], [-3.692, 1.895, -1.301], [-1.034, 1.140, -4.263], [-2.632, 0.216, 0.902], [-0.508, -1.262, -2.482], [0.347, 0.249, 0.096], [-1.725, 3.105, -3.769], [2.615, 3.533, -1.603], [-1.606, 2.363, -1.170], [0.586, -1.593, -4.472], [2.849, 0.000, -0.330], [-3.102, 2.801, -3.188], [-3.023, 2.683, -1.652], [-0.977, 1.328, -2.109], [-4.020, -3.657, 1.194], [1.557, 3.179, 0.243], [0.868, 0.108, -4.217], [3.953, 0.598, -1.552], [-3.379, 0.720, 1.849], [-5.204, -4.715, -0.662], [-1.783, 3.313, -4.840], [3.375, -2.195, 2.829], [4.742, -2.658, 4.753], [2.887, -1.074, -5.030], [2.993, -2.494, -3.397], [0.552, 2.874, 0.534], [-0.789, 1.915, -3.533], [-1.386, -1.854, -0.458], [0.345, -0.506, 3.787], [4.592, -2.589, 3.381], [-5.822, 2.353, 4.438], [0.245, 2.211, -3.727], [2.330, -2.008, 1.278], [-2.291, -2.143, 2.131], [1.637, 4.248, 0.453], [-2.998, 0.880, 3.206]], "lowdin_charge": [1.293, 0.115, 0.081, 0.129, 0.100, 0.100, -0.034, -0.157, 0.098, -0.104, -0.191, -0.054, 0.109, 0.087, 0.092, 0.108, -0.017, -0.181, -0.172, 0.089, 0.106, -0.194, 0.128, 0.052, -0.128, 0.105, -0.182, -0.179, -0.062, 0.114, 0.115, -0.251, -0.094, 0.105, 0.108, 0.096, -0.201, 0.086, 0.087, 0.096, 0.112, -0.407, -0.250, 0.101, -0.289, 0.086, 0.881, 0.102, -0.081, 0.129, 0.112, 0.113, -0.267, -0.197, -0.319, -0.324, -0.115, 0.104, 0.094, 0.111, -0.179, 0.099, -0.378, -0.204, 0.115, -0.199, 0.125, 0.081, -0.191, -0.174, -0.320, -0.286, -0.180, 0.078, 0.105, -0.319, 0.123, 0.108, -0.267, -0.099, 0.109, -0.203, 0.090, -0.191, -0.151, 0.102, -0.022, 0.090, 0.094, 0.071, -0.096, 0.108, -0.137], "charge": -1, "lumo_energy_ev": 2.264, "gap_ev": 7.02}

Record 2
{"formula": "C37H44AsO3P2PdSi", "method": "ωB97M-V/def2-TZVPD", "elements": ["C", "C", "H", "H", "C", "C", "C", "H", "H", "C", "C", "H", "C", "H", "H", "H", "H", "C", "C", "Pd", "H", "C", "C", "H", "H", "H", "C", "O", "C", "H", "P", "C", "H", "As", "O", "H", "C", "H", "C", "H", "C", "H", "H", "C", "C", "H", "P", "C", "H", "H", "H", "C", "C", "H", "C", "C", "C", "C", "H", "H", "H", "C", "Si", "C", "H", "O", "C", "H", "C", "H", "H", "H", "H", "C", "H", "H", "H", "C", "H", "C", "H", "H", "C", "H", "H", "H", "H", "C", "C"], "positions_angstrom": [[0.234, -4.736, -4.106], [-0.066, -4.326, 0.546], [-2.134, 4.495, -1.132], [-0.113, 4.895, -4.790], [-2.479, 2.877, 3.894], [0.591, 4.063, -4.668], [-0.483, -5.066, 1.641], [-0.106, -6.070, 1.792], [-1.802, 0.895, -4.656], [-4.942, 4.068, 3.456], [6.011, 0.370, 1.215], [-4.656, 5.014, 5.362], [-2.576, 1.687, 1.685], [-3.338, 1.167, 1.106], [-1.048, 1.717, -6.038], [-5.909, 4.523, 3.284], [0.623, 0.269, -3.361], [-1.740, -3.396, -4.453], [4.007, -0.611, 0.302], [-0.216, 1.555, -1.292], [-0.458, 0.380, 4.176], [-0.335, -2.996, -2.538], [-1.890, -3.238, 2.341], [-2.110, -1.870, -2.982], [-2.362, 2.503, -5.144], [4.317, -2.313, -0.991], [6.163, -1.548, -0.236], [1.738, 0.839, -0.261], [1.058, 1.252, -3.585], [-1.514, 2.412, 4.070], [-0.063, -2.041, -1.054], [6.776, -0.585, 0.551], [-4.967, 2.985, 1.605], [-1.509, 2.671, 0.399], [-0.880, 2.978, -2.414], [2.085, -1.526, -1.926], [0.217, -0.315, 3.691], [1.410, -4.269, -2.386], [0.574, -1.492, 4.332], [-2.457, 3.943, 5.754], [-0.560, -3.035, 0.347], [6.761, -2.287, -0.756], [1.421, 4.413, -4.047], [-4.409, 3.203, 2.510], [-1.463, -2.680, -3.297], [2.672, -2.786, 2.012], [2.230, -0.516, 0.194], [0.728, -0.030, 2.430], [0.981, 3.803, -5.658], [4.038, 1.107, 1.605], [1.583, 1.127, -4.540], [0.517, -4.023, -2.951], [4.633, 0.359, 1.092], [0.284, 3.197, 2.103], [1.723, -1.824, -0.938], [-1.474, -2.493, 1.244], [1.606, -0.920, 1.819], [-4.239, 4.342, 4.623], [0.631, -4.769, -0.158], [-1.113, -4.977, -5.757], [0.466, 0.882, 1.912], [-2.706, 3.938, -0.398], [-0.227, 2.607, -3.902], [-3.169, 2.603, 2.717], [0.894, -5.531, -4.428], [-0.784, -0.720, -1.103], [-1.476, 1.867, -5.039], [0.176, -1.715, 5.315], [-3.007, 3.741, 4.843], [1.732, -3.299, 4.230], [0.279, 4.349, 0.756], [-1.728, -5.099, 3.390], [1.827, 1.480, -2.843], [4.778, -1.561, -0.365], [-0.959, 4.471, 2.037], [-3.106, 4.584, 0.380], [-1.855, -1.494, 1.073], [1.974, -2.095, 2.474], [2.183, -2.775, -0.658], [1.450, -2.384, 3.723], [-1.923, 0.935, 2.130], [6.492, 1.123, 1.828], [-0.895, -4.422, -4.853], [-3.507, 3.411, -0.912], [-2.614, -3.150, -5.043], [-2.605, -2.819, 3.038], [7.855, -0.573, 0.648], [-0.348, 3.791, 1.447], [-1.396, -4.519, 2.538]], "lowdin_charge": [-0.066, -0.075, 0.025, 0.042, -0.065, -0.163, -0.066, 0.111, 0.026, -0.067, -0.061, 0.107, -0.291, 0.087, 0.041, 0.109, 0.014, -0.061, -0.281, 0.667, 0.092, -0.280, -0.065, 0.107, 0.040, 0.095, -0.066, -0.406, -0.188, 0.097, 0.725, -0.062, 0.116, 1.163, -0.507, 0.093, -0.066, 0.099, -0.061, 0.109, -0.280, 0.111, 0.039, -0.058, -0.063, 0.118, 0.733, -0.078, 0.041, 0.116, 0.057, -0.084, -0.064, 0.026, -0.303, -0.069, -0.284, -0.076, 0.101, 0.112, 0.066, -0.260, 0.267, -0.314, 0.111, -0.411, -0.165, 0.114, -0.069, 0.114, 0.042, 0.111, 0.024, -0.074, 0.039, 0.037, 0.096, -0.066, 0.070, -0.061, 0.048, 0.112, -0.063, 0.047, 0.112, 0.112, 0.112, -0.247, -0.066], "charge": 1, "lumo_energy_ev": [-3.090, -3.091], "gap_ev": [7.72, 7.72]}

Record 3
{"formula": "C37H44BiBrN4O2S3Si", "method": "ωB97M-V/def2-TZVPD", "elements": ["H", "H", "H", "H", "C", "H", "N", "H", "C", "C", "H", "C", "H", "C", "H", "S", "H", "O", "H", "C", "H", "H", "H", "C", "H", "H", "C", "H", "H", "C", "C", "H", "C", "H", "C", "H", "C", "H", "H", "O", "C", "C", "Si", "H", "H", "C", "C", "H", "C", "C", "H", "H", "C", "H", "C", "H", "C", "Br", "H", "C", "H", "C", "H", "C", "C", "N", "C", "H", "H", "H", "H", "H", "H", "H", "H", "C", "N", "Bi", "C", "C", "C", "S", "C", "C", "C", "N", "C", "H", "H", "H", "C", "S", "C"], "positions_angstrom": [[1.370, -2.195, -2.584], [-3.380, -2.858, -2.986], [1.851, 5.556, 2.259], [-3.807, 4.234, 2.047], [4.623, -0.964, 0.751], [-4.044, 2.179, 0.745], [-3.411, 0.038, 1.438], [4.852, -0.055, -1.233], [1.916, 2.175, 2.183], [-2.162, -2.229, -1.322], [-1.483, 1.978, -5.135], [-3.300, 2.693, -2.550], [0.881, 3.640, 1.022], [2.787, 0.704, -4.723], [-0.082, 1.192, -4.392], [-1.435, 1.127, 2.946], [1.226, -2.285, -5.074], [1.767, -1.504, -0.345], [3.309, 1.612, -2.844], [2.208, -0.396, -5.344], [-0.258, -5.547, -1.830], [0.588, 3.710, -2.711], [-1.673, 0.439, -4.278], [-2.792, 1.128, 1.888], [3.386, 5.155, 4.154], [-0.688, 4.511, -1.787], [-3.431, -2.161, 1.940], [4.310, -1.752, -1.266], [5.393, 1.146, 3.409], [1.700, -1.442, -4.587], [-4.924, -2.082, 1.939], [0.419, -3.997, -0.042], [2.792, 1.963, 3.231], [-5.248, -1.340, 2.670], [2.872, 0.752, -3.339], [-3.077, -6.620, 3.252], [-2.593, -5.677, 3.033], [-0.611, -6.347, 3.559], [-5.401, -3.032, 2.157], [2.377, -0.621, 2.869], [-0.792, -4.617, -1.682], [-0.662, -4.311, 2.875], [-1.469, 2.331, -2.688], [-1.646, 5.204, 1.135], [5.375, -0.618, 3.295], [-1.147, 1.396, -4.273], [-1.856, -4.286, -2.501], [3.973, 2.840, 4.802], [4.894, 0.381, 1.423], [-2.703, -3.396, 2.313], [-0.733, 4.530, -3.556], [-3.655, 3.227, -3.436], [2.118, 4.543, 2.530], [-3.871, 1.767, -2.460], [-2.048, 4.252, 0.781], [4.160, 1.126, 1.104], [-0.425, -3.733, -0.672], [-2.373, -5.480, -3.886], [3.163, 1.528, -5.315], [-1.226, -5.534, 3.199], [2.136, -0.426, -6.424], [-2.551, -3.100, -2.334], [-2.606, 4.446, -0.137], [1.579, 3.475, 1.831], [4.254, -0.811, -0.717], [-2.736, -1.105, 1.704], [2.386, -0.316, -2.599], [1.491, 1.326, 1.664], [-5.264, -1.720, 0.968], [-3.519, 3.309, -1.676], [3.813, -1.483, 1.264], [0.408, -4.144, 2.957], [5.508, -1.601, 0.830], [-2.370, 3.523, 2.775], [-2.696, -1.292, -1.202], [-0.741, 0.513, -0.358], [-3.370, 2.286, 1.487], [-0.384, -1.115, 1.162], [4.891, 0.296, 2.942], [-0.973, 1.286, -1.270], [-0.484, 3.921, -2.683], [2.521, -0.295, -0.820], [-1.100, -2.532, -0.477], [1.780, -1.406, -3.202], [-3.344, -4.602, 2.586], [-1.377, -3.283, 2.444], [-2.929, 3.615, 1.847], [5.868, 0.755, 1.095], [-1.221, 3.581, 0.541], [-4.409, -4.710, 2.454], [3.318, 3.025, 3.957], [3.229, 0.289, 3.689], [2.984, 4.319, 3.596]], "lowdin_charge": [0.104, 0.097, 0.104, 0.111, -0.253, 0.129, -0.021, 0.101, -0.102, -0.126, 0.034, -0.176, 0.092, -0.087, 0.008, 0.529, 0.110, -0.633, 0.113, -0.086, 0.096, 0.025, 0.034, -0.861, 0.104, 0.013, -0.268, 0.105, 0.086, -0.062, -0.021, 0.093, -0.393, 0.090, -0.091, 0.110, -0.055, 0.104, 0.058, -0.588, -0.141, -0.131, 0.407, 0.076, 0.092, -0.170, -0.704, 0.109, -0.235, -0.217, 0.032, 0.032, -0.071, 0.034, -0.095, 0.095, -0.153, 0.701, 0.106, -0.055, 0.106, -0.132, 0.050, -0.056, -0.307, -0.146, -0.384, 0.054, 0.086, 0.003, 0.086, 0.117, 0.122, 0.063, 0.087, -0.308, -0.017, 1.597, -0.322, -0.196, -0.176, 0.958, -0.359, -0.052, -0.002, 0.005, -0.275, 0.120, 0.038, 0.100, -0.093, 0.973, -0.079], "lumo_energy_ev": 0.167, "gap_ev": 7.34}